42
Properties=species:S:1:pos:R:3:forces:R:3:mulliken_charge:R:1 method="wB97M-V/def2-TZVPD" charge=-1 e_lumo_ev=2.109 gap_ha=0.30699
C -1.3887 -0.1289 2.7832 -0.425 0.382 -0.268 -0.775
C -1.8986 -0.1903 1.3436 0.013 -0.226 0.206 -0.906
C -0.8474 0.2178 0.3049 -0.125 0.056 0.197 0.448
C -0.1103 1.5266 0.6141 -0.284 0.216 -0.131 -0.454
S 0.3046 -1.1823 -0.0608 -0.311 0.393 -0.315 0.963
O 0.0327 -1.4661 -1.4662 0.231 -0.211 0.017 -0.492
O -0.0571 -2.2796 0.8342 -0.083 0.000 -0.079 -0.724
O 1.6601 -0.6923 0.1724 0.133 0.083 -0.092 -0.780
H -2.0339 -0.7187 3.4342 0.203 -0.217 0.052 0.342
H -0.3710 -0.4940 2.7709 0.111 -0.211 0.426 -0.030
H -1.4016 0.8836 3.1910 0.125 0.067 -0.080 0.317
H -2.8118 0.3988 1.2161 0.083 0.177 -0.021 0.486
H -2.1790 -1.2263 1.1576 -0.048 -0.018 -0.190 0.320
H -1.3713 0.3714 -0.6372 0.099 -0.307 -0.145 0.216
H 0.9626 1.4204 0.5363 0.128 -0.134 0.089 0.114
H -0.4114 2.2721 -0.1191 0.013 0.099 0.035 -0.269
H -0.3386 1.9444 1.5941 -0.023 -0.177 0.105 0.194
C -1.6189 -2.7690 -3.3799 0.216 0.029 0.092 0.224
Cl -2.8328 -1.9360 -2.4274 -0.269 0.024 -0.047 -0.131
Cl -2.3524 -4.0588 -4.3566 -0.037 -0.023 -0.008 -0.188
Cl -0.7379 -1.6437 -4.4104 -0.076 -0.057 -0.136 -0.137
H -0.9109 -3.2179 -2.6945 0.016 0.129 0.024 0.195
C 2.5981 4.5562 -1.2768 -0.048 -0.029 -0.004 -0.043
Cl 2.5032 5.0048 0.4292 -0.004 0.001 -0.021 -0.130
Cl 2.0003 2.9286 -1.5324 0.138 0.023 -0.142 -0.017
Cl 1.7185 5.7263 -2.2779 0.024 0.001 -0.013 -0.140
H 3.6380 4.5919 -1.5720 0.006 0.015 0.009 0.333
C 3.2425 -0.4753 2.4976 0.105 -0.253 0.282 0.292
Cl 4.8398 -0.8602 3.1914 0.025 -0.002 -0.025 -0.191
Cl 2.0089 -1.5227 3.1861 0.289 0.074 0.087 -0.087
Cl 2.8730 1.2249 2.7694 -0.048 0.117 0.012 -0.156
H 3.2726 -0.6570 1.4343 -0.114 0.022 -0.094 0.179
C -1.3611 3.3707 -3.6690 0.092 -0.177 0.081 0.134
Cl -1.6207 3.9042 -2.0161 -0.109 0.279 0.106 -0.138
Cl -1.8916 1.7065 -3.8338 -0.004 -0.084 -0.154 -0.054
Cl -2.1592 4.4400 -4.8348 0.006 -0.021 0.044 -0.159
H -0.2961 3.4069 -3.8613 0.004 0.035 -0.026 0.172
C -0.0924 -4.8042 2.1154 0.117 0.013 -0.121 0.586
Cl -1.5393 -5.5977 1.4841 -0.025 -0.028 0.005 -0.181
Cl -0.4669 -3.8720 3.5566 -0.076 -0.054 0.161 -0.153
Cl 1.1772 -5.9956 2.4443 0.008 -0.060 0.046 -0.181
H 0.2687 -4.1075 1.3652 -0.079 0.056 0.039 -0.003

12
Properties=species:S:1:pos:R:3:forces:R:3:mulliken_charge:R:1 method="wB97M-V/def2-TZVPD" e_lumo_ev=-0.092 gap_ha=0.36627
C -0.6250 -0.8495 1.2723 4.295 -1.112 2.352 -0.549
C 0.9667 1.2879 -0.4515 -0.255 -0.519 0.494 -0.855
O 0.5925 -1.6634 -1.0326 0.057 -0.239 0.024 -0.553
O -1.6308 -2.5755 -0.5887 -0.243 0.222 0.269 -0.541
O -1.2716 0.0094 -0.7457 0.146 -0.349 -0.472 -0.338
O -1.1230 1.7844 1.0736 0.207 0.074 0.079 -0.597
S -0.6528 -1.5839 -0.3300 0.078 0.012 0.047 1.068
S -0.4758 0.6683 0.4650 -0.571 0.423 0.136 1.099
H 0.5832 -1.2805 2.2246 -3.631 1.322 -3.093 0.268
H 1.7177 1.6514 0.2392 0.005 0.022 0.176 0.333
H 1.3276 0.4618 -1.0529 0.108 -0.021 0.017 0.344
H 0.5914 2.0896 -1.0735 -0.196 0.166 -0.029 0.321